No. 1
DFT (ωB97M-V/def2-TZVPD) results for 3 unconnected molecules or ions with the total composition C4H15NO2.

The geometry in XYZ format:
```
22
Properties=species:S:1:pos:R:3:lowdin_charge:R:1
C 1.796 0.498 0.415 -0.0466
C 0.527 -0.293 0.071 -0.4530
C 0.785 -1.716 -0.373 -0.2361
C -0.404 -2.727 -0.372 -0.0893
N -0.403 0.415 -0.820 0.0341
H 1.582 1.566 0.450 0.0595
H 2.581 0.368 -0.343 0.0820
H 2.131 0.124 1.377 0.0792
H -0.004 -0.409 1.023 0.1245
H 1.640 -2.199 0.090 0.1047
H 1.083 -1.672 -1.440 0.1133
H -1.096 -2.437 -1.166 0.0600
H -1.003 -2.636 0.542 0.0745
H 0.041 -3.698 -0.519 0.0637
H -0.043 1.321 -1.076 0.0854
H -0.664 -0.195 -1.577 0.0851
H -0.884 2.785 0.598 -0.0042
H -0.332 4.134 1.105 0.0253
O -0.217 3.477 0.429 -0.0689
H -3.149 1.077 0.787 0.0345
H -1.760 0.910 -0.024 0.0149
O -2.207 1.307 0.824 -0.1428
```

## Properties
Net charge   0
SMILES   CC[C@@H](C)N.O.O
Highest occupied orbital energy   -9.65 eV
Gap between HOMO and LUMO   10.611 eV
E_tot   -9976.4694 eV
Energy relative to the best compared isomer or geometry (same formula, charge and spin)   59.5 kJ/mol
Molar mass   109.17 g/mol


No. 2
DFT (ωB97M-V/def2-TZVPD) results for 3 unconnected molecules or ions with the total composition C4H15NO2.

The geometry in XYZ format:
```
22
Properties=species:S:1:pos:R:3:lowdin_charge:R:1
C 2.249 1.356 0.069 -0.0917
C 1.548 0.284 -0.730 -0.3262
N 0.602 -0.559 -0.007 -0.1201
C 0.091 -1.703 -0.782 -0.2852
C -0.186 -2.962 0.046 -0.0830
H 1.512 1.705 0.814 0.0827
H 3.043 0.957 0.708 0.0722
H 2.563 2.184 -0.557 0.0725
H 2.357 -0.357 -1.180 0.1117
H 1.137 0.623 -1.684 0.1118
H 1.274 -0.872 0.699 0.1191
H 0.828 -1.785 -1.590 0.1002
H -0.865 -1.471 -1.269 0.1084
H -0.908 -2.783 0.846 0.0742
H 0.726 -3.210 0.591 0.0693
H -0.526 -3.765 -0.598 0.0707
H -3.909 3.868 1.574 0.0280
H -3.251 3.580 0.238 0.0193
O -3.067 3.673 1.166 -0.0461
H -1.128 -0.086 0.635 -0.0134
H -2.330 0.696 0.121 0.0171
O -1.758 0.625 0.890 -0.0916
```

## Properties
Net charge   0
SMILES   CCNCC.O.O
Highest occupied orbital energy   -9.16 eV
Gap between HOMO and LUMO   10.092 eV
E_tot   -9975.5242 eV
Energy relative to the best compared isomer or geometry (same formula, charge and spin)   150.7 kJ/mol
Molar mass   109.17 g/mol


No. 3
DFT (ωB97M-V/def2-TZVPD) results for 3 unconnected molecules or ions with the total composition C4H15NO2.

The geometry in XYZ format:
```
22
Properties=species:S:1:pos:R:3:lowdin_charge:R:1
C 1.022 0.618 -1.063 -0.0885
C 0.602 0.767 0.401 -0.2639
N -0.797 1.186 0.534 -0.3240
C -1.297 0.953 1.890 -0.0800
C -1.074 2.428 -0.127 -0.1096
H 1.753 -0.184 -1.192 0.0681
H 0.181 0.375 -1.699 0.0652
H 1.501 1.536 -1.401 0.0696
H 1.278 1.467 0.910 0.1127
H 0.642 -0.198 0.913 0.1065
H -1.058 -0.071 2.151 0.0835
H -2.380 1.087 1.901 0.0855
H -0.873 1.687 2.546 0.0734
H -0.276 3.175 0.079 0.0884
H -1.013 2.367 -1.199 0.0695
H -1.977 2.878 0.267 0.0856
H 4.662 -5.058 -0.016 0.0296
H 4.210 -3.646 -0.742 0.0288
O 4.252 -4.603 -0.750 -0.0586
H -3.357 -0.323 -1.578 0.0317
H -2.180 -0.156 -0.647 -0.0036
O -3.071 -0.533 -0.681 -0.0701
```

## Properties
Net charge   0
SMILES   CCN(C)C.O.O
Highest occupied orbital energy   -8.48 eV
Gap between HOMO and LUMO   9.136 eV
E_tot   -9975.6124 eV
Energy relative to the best compared isomer or geometry (same formula, charge and spin)   142.2 kJ/mol
Molar mass   109.17 g/mol


No. 4
DFT (ωB97M-V/def2-TZVPD) results for 3 unconnected molecules or ions with the total composition C4H15NO2.

The geometry in XYZ format:
```
22
Properties=species:S:1:pos:R:3:lowdin_charge:R:1
C 2.216 -1.378 -0.357 -0.1440
N 1.061 -0.748 0.235 -0.1092
C -0.728 0.903 0.119 -0.0792
C 0.409 0.224 -0.623 -0.4801
C -0.084 -0.366 -1.967 -0.0678
H 1.974 -2.165 -1.086 0.0693
H 2.862 -1.873 0.375 0.0731
H 2.801 -0.646 -0.905 0.0795
H 0.390 -1.362 0.662 0.1031
H -1.260 1.586 -0.535 0.0731
H -0.361 1.389 1.020 0.0740
H -1.449 0.170 0.506 0.0782
H 1.106 1.036 -0.859 0.1318
H -0.935 0.176 -2.306 0.0499
H -0.344 -1.423 -1.878 0.0762
H 0.648 -0.277 -2.776 0.0725
H 2.940 4.543 2.198 0.0352
H 2.608 5.970 1.960 0.0345
O 2.624 5.124 1.489 -0.0700
H -5.218 -3.207 0.954 0.0281
H -5.601 -4.309 1.982 0.0318
O -5.657 -3.368 1.792 -0.0599
```

## Properties
Net charge   0
SMILES   CNC(C)C.O.O
Highest occupied orbital energy   -8.45 eV
Gap between HOMO and LUMO   9.238 eV
E_tot   -9975.8724 eV
Energy relative to the best compared isomer or geometry (same formula, charge and spin)   117.1 kJ/mol
Molar mass   109.17 g/mol


No. 5
DFT (ωB97M-V/def2-TZVPD) results for 3 unconnected molecules or ions with the total composition C4H15NO2S.

The geometry in XYZ format:
```
23
Properties=species:S:1:pos:R:3:lowdin_charge:R:1
C -1.073 1.347 -1.032 -0.1144
N -0.378 1.558 0.352 -0.0884
C 0.103 0.164 0.834 -0.4870
C 1.346 0.539 1.662 -0.4518
S 2.238 -0.993 2.358 0.6618
C -1.048 -0.396 1.561 -0.1223
H -2.128 1.214 -1.015 0.0472
H -0.684 2.047 -1.815 0.0734
H -0.459 0.489 -1.524 0.0717
H -1.045 2.085 1.002 0.1228
H 0.297 -0.698 0.062 0.1508
H 2.285 0.835 0.957 0.1076
H 1.243 1.148 2.481 0.0251
H 2.476 -1.420 1.173 -0.2166
H -0.792 -1.449 1.829 0.0829
H -1.244 0.065 2.577 0.1136
H -1.915 -0.593 1.087 0.0220
H -1.732 -2.222 -2.138 0.1095
H -2.315 -1.143 -1.102 -0.0366
O -2.058 -1.254 -1.976 -0.0729
H 1.837 -1.060 -2.421 0.0392
H 2.815 -0.003 -2.023 0.1049
O 2.233 -0.260 -2.886 -0.1424
```

## Properties
Net charge   0
SMILES   CN[C@H](C)CS.O.O
Highest occupied orbital energy   -8.79 eV
Gap between HOMO and LUMO   8.964 eV
E_tot   -20808.3005 eV
Energy relative to the best compared isomer or geometry (same formula, charge and spin)   344.8 kJ/mol
Molar mass   141.24 g/mol


No. 6
DFT (ωB97M-V/def2-TZVPD) results for 3 unconnected molecules or ions with the total composition C4H15NO2S.

The geometry in XYZ format:
```
23
Properties=species:S:1:pos:R:3:lowdin_charge:R:1
C -0.812 -0.027 0.790 -0.2652
C -0.624 0.971 -0.459 -0.5710
S -0.256 2.622 0.087 0.7305
C -0.699 -1.566 0.482 -0.2362
N -1.728 -2.116 -0.444 -0.1077
C -1.218 -2.364 -1.837 -0.1040
H -0.129 0.298 1.618 0.0750
H -1.755 0.122 1.342 0.0937
H -1.622 1.004 -0.975 0.0674
H 0.016 0.399 -1.099 0.0579
H 0.337 3.265 -0.927 -0.1416
H 0.405 -1.697 0.063 0.0788
H -0.599 -2.079 1.569 0.1426
H -2.689 -1.854 -0.281 0.1010
H -1.489 -3.408 -2.051 0.0718
H -0.159 -2.446 -1.928 0.0563
H -1.629 -1.656 -2.537 0.0652
H 1.646 1.995 2.052 0.0363
H 2.936 0.974 1.942 0.0608
O 2.079 1.262 1.525 -0.1518
H 1.564 -1.525 -0.489 -0.0177
H 2.557 -1.615 0.511 0.0099
O 2.537 -1.387 -0.396 -0.0521
```

## Properties
Net charge   0
SMILES   CNCCCS.O.O
Highest occupied orbital energy   -8.55 eV
Gap between HOMO and LUMO   9.243 eV
E_tot   -20809.2572 eV
Energy relative to the best compared isomer or geometry (same formula, charge and spin)   252.5 kJ/mol
Molar mass   141.24 g/mol


No. 7
DFT (ωB97M-V/def2-TZVPD) results for 4 unconnected molecules or ions with the total composition C4H15NO3.

The geometry in XYZ format:
```
23
Properties=species:S:1:pos:R:3:lowdin_charge:R:1
C 1.046 2.651 -0.380 -0.0643
C 0.022 1.638 -0.802 -0.3616
C -1.196 1.536 -0.272 -0.2074
N -1.648 2.355 0.783 0.0412
C 0.470 0.651 -1.872 -0.0649
H 1.005 3.012 0.646 0.0655
H 2.037 2.237 -0.544 0.0687
H 0.889 3.493 -1.068 0.0918
H -1.932 0.809 -0.590 0.1189
H -2.407 2.074 1.392 0.0836
H -0.995 3.029 1.142 0.0601
H 0.106 1.038 -2.832 0.0768
H 1.555 0.707 -1.982 0.0651
H 0.171 -0.383 -1.757 0.0598
H 1.997 -5.079 2.112 0.0398
H 2.761 -4.887 0.703 0.0216
O 1.955 -5.137 1.145 -0.0608
H -1.575 -2.283 0.558 0.0175
H -1.911 -2.826 -0.867 0.0331
O -1.202 -2.525 -0.298 -0.0642
H 0.110 -1.334 1.361 0.0522
H -0.739 0.039 1.514 -0.0017
O -0.518 -0.813 1.906 -0.0708
```

## Properties
Net charge   0
SMILES   CC(C)=CN.O.O.O
Highest occupied orbital energy   -7.72 eV
Gap between HOMO and LUMO   8.476 eV
E_tot   -12023.1807 eV
Energy relative to the best compared isomer or geometry (same formula, charge and spin)   100.1 kJ/mol
Molar mass   125.17 g/mol


No. 8
DFT (ωB97M-V/def2-TZVPD) results for 4 unconnected molecules or ions with the total composition C4H15NO3.

The geometry in XYZ format:
```
23
Properties=species:S:1:pos:R:3:lowdin_charge:R:1
C 3.210 -0.055 1.786 -0.1026
C 1.654 -0.217 1.805 -0.2480
C 1.005 0.531 0.641 -0.2593
C -1.193 1.399 0.626 -0.0204
N -0.455 0.353 0.663 -0.0674
H 3.625 -0.591 2.638 0.0612
H 3.594 -0.507 0.837 0.0810
H 3.506 0.990 1.813 0.0617
H 1.203 0.215 2.762 0.1292
H 1.355 -1.197 1.752 0.0664
H 1.370 0.112 -0.386 0.1504
H 1.253 1.603 0.653 0.1018
H -0.776 2.438 0.546 0.0920
H -2.288 1.267 0.646 0.0733
H -2.447 -1.480 -0.798 -0.0110
H -1.254 -1.122 -0.091 -0.0093
O -1.621 -1.839 -0.620 -0.0417
H -3.787 0.685 -2.311 -0.0200
H -2.309 0.207 -2.310 0.0190
O -3.096 0.480 -1.776 -0.0384
H -0.710 -1.266 -3.757 0.0924
H -0.986 -1.313 -2.183 0.0010
O -0.852 -0.693 -2.936 -0.1114
```

## Properties
Net charge   0
SMILES   C=NCCC.O.O.O
Highest occupied orbital energy   -10.14 eV
Gap between HOMO and LUMO   10.984 eV
E_tot   -12023.3336 eV
Energy relative to the best compared isomer or geometry (same formula, charge and spin)   85.4 kJ/mol
Molar mass   125.17 g/mol


No. 9
DFT (ωB97M-V/def2-TZVPD) results for 4 unconnected molecules or ions with the total composition C4H15NO3.

The geometry in XYZ format:
```
23
Properties=species:S:1:pos:R:3:lowdin_charge:R:1
N 1.139 -0.362 2.885 -0.0147
C -0.287 -0.519 2.533 -0.2907
C -2.049 -1.074 -0.911 -0.1029
C -1.641 -0.519 0.436 -0.1902
C -0.576 -0.917 1.126 -0.1307
H 1.631 -1.219 2.676 0.0562
H 1.545 0.375 2.316 0.0592
H -0.742 0.427 2.790 0.1052
H -0.673 -1.240 3.244 0.1083
H -1.709 -0.428 -1.731 0.0660
H -1.663 -2.077 -1.065 0.0729
H -3.130 -1.085 -0.978 0.0658
H -2.358 0.173 0.894 0.1029
H 0.128 -1.595 0.628 0.1146
H 0.903 0.729 -1.896 0.0349
H 1.963 1.820 -1.414 0.0592
O 1.806 1.051 -1.987 -0.0516
H 3.412 -0.356 -2.174 -0.0055
H 3.992 -0.342 -3.622 0.0260
O 3.997 -0.816 -2.790 -0.0715
H -2.484 2.488 -0.807 0.0322
H -1.366 2.436 0.209 0.0129
O -1.838 3.051 -0.363 -0.0587
```

## Properties
Net charge   0
SMILES   C/C=C/CN.O.O.O
Highest occupied orbital energy   -9.59 eV
Gap between HOMO and LUMO   9.908 eV
E_tot   -12023.0967 eV
Energy relative to the best compared isomer or geometry (same formula, charge and spin)   108.2 kJ/mol
Molar mass   125.17 g/mol